3 unconnected molecules or ions with the total composition C3H11NO4. Source: OMol25; level of theory: wB97M-V/def2-TZVPD.

Each atom is followed by the atoms it is bonded to, with distances in Å.
Atoms and positions in Å:
1 N 0.66910 -0.09470 -0.74709  C2 1.384, H7 0.997, H8 1.003
2 C -0.19940 -0.10325 0.33012  N1 1.384, O3 1.222, C4 1.568
3 O -0.99475 0.82480 0.35028  C2 1.222
4 C -0.06408 -1.14916 1.48996  C2 1.568, C5 1.514, H9 1.101, H10 1.091
5 C 1.06872 -2.13264 1.28375  C4 1.514, O6 1.449, H11 1.079, H12 1.073
6 O 2.35109 -1.46439 1.19213  C5 1.449, H13 0.963
7 H 0.52621 0.61356 -1.43416  N1 0.997
8 H 1.27731 -0.88708 -0.83729  N1 1.003
9 H 0.11132 -0.41315 2.28920  C4 1.101
10 H -1.05140 -1.61181 1.45121  C4 1.091
11 H 1.22933 -2.78597 2.12741  C5 1.079
12 H 0.93113 -2.59731 0.32586  C5 1.073
13 H 2.45187 -0.79170 0.50978  O6 0.963
14 O -5.36634 2.70429 -0.31195  H15 0.970, H16 0.960
15 H -4.89484 3.27586 -0.93801  O14 0.970
16 H -4.77869 2.15417 0.21081  O14 0.960
17 O 2.64698 0.66514 -2.57691  H18 0.967, H19 0.952
18 H 2.67812 0.98153 -3.48994  O17 0.967
19 H 2.52098 1.41783 -2.00845  O17 0.952

Values from the calculation:
Spin multiplicity: 1
Charge: 0
DFT total energy, eV: -12969.11190
SMILES: NC(=O)CCO.O.O
HOMO-LUMO gap, eV: 10.32
Relative energy (zero: lowest compared OMol25 entry of this formula, charge and spin), kJ/mol: 187.94


2 unconnected molecules or ions with the total composition C3H11NO4P2. Source: OMol25; level of theory: wB97M-V/def2-TZVPD.

Each atom is followed by the atoms it is bonded to, with distances in Å.
Atoms and positions in Å:
1 N 2.41631 -2.07188 -0.06572  C2 1.512, H6 1.043, H7 1.064
2 C 2.29053 -0.92264 -1.04069  N1 1.512, C3 1.639, H8 1.194, H9 1.194
3 C 1.52442 0.40505 -0.45986  C2 1.639, C4 1.640, H10 1.194, H11 1.170
4 C -0.07115 0.20440 -0.14050  C3 1.640, P5 1.911, H12 1.193, H13 1.185
5 P -0.80993 -1.45602 -0.73229  C4 1.911, H14 1.441, H15 1.469, H16 1.469
6 H 1.65659 -2.09024 0.64909  N1 1.043
7 H 3.30927 -1.94540 0.49802  N1 1.064
8 H 1.85762 -1.29704 -2.08828  C2 1.194
9 H 3.40633 -0.57812 -1.28921  C2 1.194
10 H 1.63468 1.27137 -1.27355  C3 1.194
11 H 2.03749 0.76839 0.52714  C3 1.170
12 H -0.64709 1.11544 -0.65282  C4 1.193
13 H -0.23814 0.29844 1.02873  C4 1.185
14 H -0.19806 -2.00260 -1.91651  P5 1.441
15 H -2.26438 -1.38153 -0.92823  P5 1.469
16 H -0.58261 -2.42432 0.34940  P5 1.469
17 O -1.72023 3.16774 1.52398  P18 1.538
18 P -3.06433 2.42132 1.50715  O17 1.538, O19 1.537, O20 1.538, O21 1.538
19 O -2.82457 0.92786 1.78278  P18 1.537
20 O -3.72589 2.58880 0.12932  P18 1.538
21 O -3.98686 3.00098 2.59203  P18 1.538

Values from the calculation:
Spin multiplicity: 1
Charge: -2
DFT total energy, eV: -31540.36503
HOMO-LUMO gap, eV: 2.30


2 unconnected molecules or ions with the total composition C3H11NOP. Source: OMol25; level of theory: wB97M-V/def2-TZVPD.

Each atom is followed by the atoms it is bonded to, with distances in Å.
Atoms and positions in Å:
1 C -0.66840 1.44699 -0.87651  C3 1.433, H7 1.099, H8 1.116, H9 1.088
2 C 1.92381 -0.65991 0.74154  N4 1.452, H10 1.057, H11 1.201, H12 1.026
3 C -1.26545 0.47780 -0.00644  C1 1.433, O5 1.306, P6 1.797
4 N 0.61502 -1.26869 0.58420  C2 1.452, H13 1.051, H14 1.008
5 O -1.28098 0.62402 1.29107  C3 1.306, H15 0.927
6 P -2.11959 -1.00743 -0.54678  C3 1.797, H16 1.415, H17 1.414
7 H -0.18464 0.86545 -1.67402  C1 1.099
8 H 0.15341 2.15271 -0.60817  C1 1.116
9 H -1.43066 2.06943 -1.34062  C1 1.088
10 H 2.41319 -0.65405 -0.19498  C2 1.057
11 H 1.78570 0.48299 1.08309  C2 1.201
12 H 2.43683 -1.13338 1.49395  C2 1.026
13 H 0.31664 -1.46090 1.57377  N4 1.051
14 H 0.67413 -2.10905 0.03081  N4 1.008
15 H -0.72932 1.22450 1.73260  O5 0.927
16 H -3.45239 -0.61388 -0.81266  P6 1.415
17 H -2.44491 -1.35304 0.78561  P6 1.414

Values from the calculation:
Spin multiplicity: 1
Charge: +1
DFT total energy, eV: -16106.56991
HOMO-LUMO gap, eV: 8.45
Relative energy (zero: lowest compared OMol25 entry of this formula, charge and spin), kJ/mol: 374.47


| no. | lowest unoccupied orbital energy (eV) |
| --- | --- |
| 1 | 0.4096 |
| 2 | 4.4508 |
| 3 | -5.3049 |